Entry 1:
Computed, not measured: a molecular structure, C16H15BrCl2CoO3, with wB97M-V/def2-TZVPD.

As for the total energy: -155684.020 eV. Its energy relative to the best compared isomer or geometry (same formula, charge and spin) is 14.8 kcal/mol.

ORCA input file:
```
! RIJCOSX wB97M-V def2-TZVPD def2/J DEFGRID3
* xyz 1 1
Co -0.325 0.023 -0.106
C -6.056 1.234 -4.755
O -4.728 1.470 -4.276
C -4.333 0.908 -3.141
C -5.157 0.069 -2.355
C -4.659 -0.455 -1.201
C -3.332 -0.208 -0.756
C -2.878 -0.751 0.473
C -3.744 -1.504 1.431
O -1.674 -0.643 0.884
C -2.512 0.631 -1.587
O -1.265 0.948 -1.277
C -3.027 1.177 -2.752
H -6.132 1.792 -5.681
H -6.793 1.603 -4.042
H -6.210 0.173 -4.952
H -6.168 -0.156 -2.656
H -5.301 -1.095 -0.616
H -4.807 -1.413 1.251
H -3.516 -1.163 2.439
H -3.459 -2.558 1.378
H -2.401 1.809 -3.365
Cl 1.256 1.353 1.247
C 0.126 2.621 1.921
Cl 0.118 2.586 3.656
H -0.858 2.395 1.526
H 0.513 3.561 1.547
Br 1.968 -5.195 -3.088
C 1.228 -3.681 -2.246
C -0.113 -3.373 -2.456
C -0.667 -2.263 -1.840
C 0.140 -1.486 -1.027
C 1.477 -1.779 -0.812
C 2.028 -2.898 -1.433
H -0.712 -3.999 -3.102
H -1.708 -2.019 -2.012
H 2.110 -1.168 -0.174
H 3.068 -3.151 -1.282
*
```

These are the Mulliken partial charges, in e, on atoms 1 to 8: -0.0287, -0.8666, -0.4246, 0.7899, -0.8812, -1.3396, 0.4887, 1.2941

Entry 2:
Computed, not measured: 3 unconnected molecules or ions with the total composition C5H16NO2, with wB97M-V/def2-TZVPD.

As for the total energy: -11022.898 eV. Its energy relative to the best compared isomer or geometry (same formula, charge and spin) is 22.7 kcal/mol.

ORCA input file:
```
! RIJCOSX wB97M-V def2-TZVPD def2/J DEFGRID3
* xyz 1 1
C 1.262 -1.118 -1.006
C 0.108 -0.254 -0.491
N 0.521 0.614 0.675
C -0.452 1.731 0.681
C -0.562 2.137 -0.781
C -0.457 0.754 -1.507
H 2.064 -1.596 -0.459
H 1.666 -0.647 -1.902
H 0.750 -1.951 -1.511
H -0.699 -0.891 -0.097
H 1.454 0.999 0.566
H 0.268 0.146 1.567
H -1.441 1.377 1.086
H -0.183 2.586 1.334
H -1.480 2.500 -1.263
H 0.261 2.798 -1.026
H 0.070 0.846 -2.468
H -1.474 0.488 -1.799
H 0.472 -0.114 4.530
H -0.858 0.823 4.179
O -0.078 0.333 3.889
H -0.978 -4.097 -0.913
H -0.030 -3.869 -2.096
O -0.204 -3.595 -1.188
*
```

These are the Mulliken partial charges, in e, on atoms 1 to 8: -1.2372, 0.2344, -0.0601, -0.6819, -0.5511, -0.7169, 0.4330, 0.4043

Entry 3:
Computed, not measured: 2 unconnected molecules or ions with the total composition C4H8N2S, with wB97M-V/def2-TZVPD.

As for the total energy: -18091.612 eV. Its energy relative to the best compared isomer or geometry (same formula, charge and spin) is 49.1 kcal/mol. As for the SMILES: C/C=N/C.N=C=S.

ORCA input file:
```
! RIJCOSX wB97M-V def2-TZVPD def2/J DEFGRID3
* xyz 0 1
C -0.841 0.774 1.329
C -0.294 0.294 0.018
N 0.725 -0.455 -0.191
C 1.008 -0.841 -1.476
H -1.926 0.854 1.261
H -0.316 1.741 1.579
H -0.571 0.210 2.194
H -0.983 0.530 -0.714
H 0.330 -0.746 -2.306
H 1.899 -0.301 -1.941
H 1.355 -1.829 -1.598
N 2.088 -0.981 2.409
C 1.665 -0.696 3.500
S 1.532 -0.026 4.960
H 1.745 -0.820 1.452
*
```

These are the Mulliken partial charges, in e, on atoms 1 to 8: -0.9496, 0.1630, -0.4492, -1.0857, 0.3268, 0.2751, 0.1427, 0.3683

Entry 4:
Computed, not measured: a molecular structure, C10H9N2O5RuSe, with wB97M-V/def2-TZVPD.

As for the total energy: -91636.375 eV.

ORCA input file:
```
! RIJCOSX wB97M-V def2-TZVPD def2/J DEFGRID3
* xyz 2 6
O 0.093 3.246 -4.741
C 0.107 2.257 -4.176
Ru 0.218 -0.329 -2.104
O 0.098 2.225 -0.441
C 0.174 1.276 -1.133
C 0.093 -2.508 -2.746
O 0.071 -3.367 -3.471
C 2.141 0.037 -2.302
O 3.306 0.228 -2.207
C -1.690 -0.049 -2.226
O -2.837 0.045 -2.107
H 0.334 0.652 -3.560
C 2.210 0.586 1.516
N 0.839 0.290 1.902
C 0.202 0.813 3.004
C -1.044 0.262 3.065
N -1.171 -0.612 2.007
C -2.330 -1.447 1.730
C 0.012 -0.637 1.299
Se 0.499 -1.896 0.003
H 2.303 1.658 1.304
H 2.518 0.015 0.634
H 2.907 0.320 2.324
H 0.698 1.530 3.682
H -1.849 0.423 3.811
H -2.525 -2.168 2.535
H -3.209 -0.805 1.577
H -2.168 -2.045 0.820
*
```

These are the Mulliken partial charges, in e, on atoms 1 to 8: -0.0896, 0.2867, 0.3780, -0.2883, -0.1009, 0.1915, -0.0625, 0.2397

| no. | F_max (Eh/bohr) |
| --- | --- |
| 1 | 0.004 |
| 2 | 0.059 |
| 3 | 0.091 |
| 4 | 0.143 |